1.
# C30H24BrCl2N3O4Pt

C30H24BrCl2N3O4Pt as an isolated structure at a distorted geometry (the ωB97M-V functional and the def2-TZVPD basis, the OMol25 dataset).

Properties
HOMO level (spin up / spin down) in hartree: -0.29803 / -0.29811
Maximum force in eV Å⁻¹: 2.13
Electronic energy in eV: -142491.5767
Frontier orbital gap (spin up / spin down) in eV: 5.4 / 5.5

```
65
Properties=species:S:1:pos:R:3:forces:R:3
Pt 1.200306 1.020598 -0.170957 0.783 -0.312 -0.113
O 1.461087 2.199133 3.467261 0.156 0.226 -0.161
C 0.704530 1.367339 4.197277 -0.197 -0.232 0.208
C 0.470038 1.696938 5.535001 0.206 0.126 -0.274
C -0.264982 0.861910 6.346783 -0.035 -0.063 -0.029
C -0.795457 -0.316306 5.843096 -0.170 -0.144 0.146
C -0.599894 -0.636861 4.513990 0.123 0.204 0.006
C 0.137850 0.194588 3.681421 0.059 -0.023 -0.423
C 0.279323 -0.152168 2.209915 -0.636 -0.886 0.445
O 1.466742 0.205573 1.671043 0.657 0.547 -0.674
N -0.822937 0.530029 1.480383 -0.591 0.357 0.662
N -0.687635 0.485338 0.130134 -0.848 0.239 -0.308
C -1.726116 0.385459 -0.627353 0.176 0.164 0.914
C -1.736450 0.191970 -2.051887 -0.410 0.184 -0.780
Br 0.779688 2.565445 -1.957834 -0.219 0.133 -0.522
C -2.855270 0.431071 -2.765826 0.756 -0.187 0.225
C -4.155730 0.912251 -2.298473 -0.425 0.168 0.155
C -4.704210 2.060776 -2.865369 0.095 -0.080 0.084
C -5.971129 2.485255 -2.513154 -0.089 0.059 -0.019
C -6.728668 1.749855 -1.615479 0.068 -0.029 -0.016
C -6.197104 0.601577 -1.052803 -0.074 0.032 0.106
C -4.917328 0.191890 -1.381064 0.087 -0.101 -0.086
H 1.712565 1.757626 2.628980 -0.103 -0.090 0.152
H 0.895141 2.616659 5.905941 0.068 0.084 0.070
H -0.418181 1.121751 7.383379 -0.017 0.044 0.095
H -1.356212 -0.978218 6.484161 -0.078 -0.067 0.068
H -1.023419 -1.545185 4.109296 -0.010 -0.156 -0.073
H 0.134469 -1.254320 2.093303 -0.091 0.276 0.064
H -1.756245 0.313121 1.831926 0.190 -0.021 -0.215
H -2.701835 0.397292 -0.147427 0.144 -0.090 0.118
H -2.814063 0.273506 -3.837112 0.106 -0.135 -0.150
H -4.122006 2.622924 -3.578037 0.071 0.115 -0.127
H -6.374517 3.387065 -2.949340 -0.032 0.056 -0.047
H -7.730639 2.060730 -1.368624 -0.119 0.066 0.066
H -6.783071 0.018194 -0.358058 -0.045 -0.047 0.050
H -4.522579 -0.724257 -0.961350 0.020 -0.056 0.016
Cl 3.544059 -1.079434 -4.674066 -0.508 0.095 0.206
C 2.052956 -0.722280 -3.872884 -0.327 0.117 0.516
C 1.199800 0.243602 -4.429440 0.071 -0.159 -0.276
C -0.017420 0.480033 -3.883901 -0.103 -0.414 0.308
C -0.556237 -0.411682 -2.805746 0.669 1.118 0.300
C 0.563731 -0.987981 -1.973437 -0.697 -0.979 -0.309
Cl -0.030740 -2.147016 -0.802845 0.034 0.067 -0.549
C 1.768348 -1.327313 -2.628240 0.430 0.193 -0.129
N 2.649157 -2.225109 -2.094074 0.294 -0.314 -0.596
C 2.958712 -2.211161 -0.704074 0.461 0.123 0.871
C 2.578712 -3.283817 0.086340 0.130 0.013 -0.001
C 2.854169 -3.280147 1.440055 0.002 -0.084 -0.055
C 3.557932 -2.223170 1.993029 0.073 0.058 -0.080
C 3.988209 -1.180517 1.194669 -0.035 -0.056 -0.099
C 3.679886 -1.140449 -0.162550 -0.022 -0.599 -0.185
C 4.197685 -0.030983 -1.030872 0.046 0.728 0.278
C 4.189804 1.311900 -0.248967 1.264 -1.417 -0.964
O 5.244565 1.806709 0.084389 0.091 0.281 0.186
O 3.043016 1.810208 -0.020596 -1.616 0.706 0.422
H 1.552978 0.816919 -5.271319 0.011 0.072 -0.079
H -0.671189 1.231115 -4.287507 -0.103 0.128 -0.090
H -1.013777 -1.282780 -3.321557 0.447 0.059 0.051
H 3.462564 -2.366108 -2.686514 -0.190 0.030 0.191
H 2.044084 -4.097832 -0.378373 -0.055 -0.105 0.004
H 2.522249 -4.099569 2.057815 -0.009 -0.120 0.085
H 3.772912 -2.212323 3.049129 0.050 0.011 0.153
H 4.560363 -0.370736 1.620410 0.035 0.129 0.090
H 3.597824 0.116603 -1.933293 0.054 -0.076 0.116
H 5.229584 -0.235235 -1.328724 -0.076 0.037 0.003
```
Forces are in eV/Å.


2.
# C30H24CoN4O5

C30H24CoN4O5 as an isolated structure (the ωB97M-V functional and the def2-TZVPD basis, the OMol25 dataset).

Properties
HOMO level (spin up / spin down) in hartree: -0.03851 / -0.03878
Maximum force in eV Å⁻¹: 0.14
Multiplicity: 2
Electronic energy in eV: -85327.1311
⟨S²⟩: 0.76
Frontier orbital gap (spin up / spin down) in eV: 5.9 / 5.9
Total charge: -2

```
64
Properties=species:S:1:pos:R:3:forces:R:3
Co -0.158087 0.568374 0.827643 0.003 -0.059 -0.041
O 1.254899 2.184917 1.152393 -0.019 0.044 0.020
C 1.544702 2.702403 2.260252 0.008 -0.008 -0.015
C 2.422076 3.846409 2.323275 0.018 -0.009 -0.003
C 2.788503 4.433888 3.501463 0.005 0.013 -0.017
C 2.320065 3.952676 4.739731 -0.005 -0.008 0.015
C 1.473074 2.868791 4.723390 0.005 0.005 0.004
C 1.065980 2.233203 3.539908 -0.005 0.031 0.009
C 0.157971 1.123444 3.689493 0.019 -0.033 0.021
N -0.372643 0.405993 2.778594 -0.011 0.021 -0.011
C -1.294214 -0.650855 3.168416 0.006 0.001 -0.017
C -1.060685 -1.873008 2.293561 0.016 -0.011 -0.020
N -1.409503 -1.518554 0.927727 -0.123 0.009 0.057
C -1.492413 -2.457544 0.074717 0.074 0.037 -0.049
C -1.870040 -2.307494 -1.323756 -0.011 -0.004 0.044
C -1.215281 -3.118949 -2.250541 0.001 -0.007 -0.030
C -1.427271 -3.021915 -3.614334 0.009 -0.009 0.021
C -2.363556 -2.072555 -4.058682 -0.013 0.015 0.005
C -3.070754 -1.292084 -3.180117 0.014 0.001 -0.014
C -2.905662 -1.373731 -1.742459 -0.022 -0.027 0.008
O -3.621496 -0.718012 -0.956773 0.007 0.007 -0.008
H 2.783841 4.219903 1.372504 0.001 0.000 0.000
H 3.454419 5.292214 3.480610 0.001 0.000 0.000
H 2.612049 4.422355 5.670524 0.002 0.000 0.000
H 1.089201 2.477675 5.663087 -0.002 -0.002 -0.001
H -0.097422 0.887850 4.731880 -0.002 -0.005 0.001
H -2.313085 -0.295598 2.986569 0.001 -0.002 -0.001
H -1.179739 -0.892540 4.233354 0.001 -0.004 0.002
H -1.666953 -2.711209 2.660217 -0.009 0.010 0.002
H -0.002833 -2.153718 2.347368 0.015 -0.019 0.017
H -1.227666 -3.486019 0.383866 0.017 -0.004 -0.010
H -0.474230 -3.823875 -1.877103 -0.002 -0.001 0.003
H -0.866103 -3.629830 -4.312665 0.000 0.002 0.000
H -2.534955 -1.954640 -5.126580 -0.001 -0.001 0.000
H -3.795883 -0.566461 -3.534234 -0.003 0.000 0.004
O 2.434681 -1.690517 -3.173529 0.072 -0.070 -0.026
C 3.060480 -2.223143 -2.118599 -0.018 0.003 -0.035
C 4.081662 -3.148668 -2.353819 0.003 -0.006 -0.003
C 4.762009 -3.732374 -1.300413 0.001 0.004 -0.004
C 4.440086 -3.406934 0.013089 -0.003 0.005 0.003
C 3.427392 -2.490290 0.249146 0.002 0.000 -0.002
C 2.728037 -1.889117 -0.791571 0.012 0.009 0.023
C 1.642491 -0.921153 -0.466238 -0.018 -0.047 0.015
O 1.349861 -0.709142 0.754039 0.038 -0.002 0.016
N 1.040947 -0.363716 -1.493095 -0.031 0.043 0.024
N 0.032337 0.481177 -1.056530 -0.003 0.002 -0.001
C -0.725516 1.006829 -1.942232 -0.013 0.007 0.003
C -1.823350 1.889456 -1.639832 0.014 0.020 0.006
C -2.536243 2.415962 -2.723883 0.000 0.000 -0.002
C -3.607465 3.266741 -2.563628 -0.007 0.002 0.006
C -3.991232 3.601574 -1.256742 0.008 0.003 -0.009
C -3.324133 3.095808 -0.170591 0.011 0.004 -0.005
C -2.217395 2.207163 -0.301990 -0.016 -0.030 -0.010
O -1.656704 1.761371 0.761875 -0.007 0.028 -0.006
H 1.722165 -1.081686 -2.798783 -0.025 0.046 0.008
H 4.315781 -3.393998 -3.382511 0.000 -0.001 0.001
H 5.549867 -4.449063 -1.506367 0.000 0.000 0.000
H 4.971847 -3.861474 0.839932 0.000 0.000 0.001
H 3.145743 -2.206861 1.255291 -0.002 -0.001 0.003
H -0.533011 0.761585 -2.985925 -0.002 0.001 -0.001
H -2.225791 2.119459 -3.721619 0.001 0.001 0.001
H -4.146627 3.651810 -3.420344 -0.001 0.000 0.001
H -4.836007 4.265703 -1.098283 -0.002 -0.001 -0.001
H -3.628194 3.341996 0.839829 -0.002 -0.001 0.002
```
Forces are in eV/Å.


3.
# C30H24N3O4SiSn

C30H24N3O4SiSn as an isolated structure (the ωB97M-V functional and the def2-TZVPD basis, the OMol25 dataset).

Properties
HOMO level in hartree: -0.43620
Maximum force in eV Å⁻¹: 0.63
Electronic energy in eV: -57864.0751
Frontier orbital gap in eV: 8.3
Total charge: +1

```
63
Properties=species:S:1:pos:R:3:forces:R:3
Sn -1.314419 -2.861316 0.770828 0.031 -0.157 -0.129
C 1.349195 2.378530 3.754857 -0.012 0.049 -0.062
O 0.046248 2.866157 3.423716 -0.080 -0.078 0.051
C -0.714670 2.133623 2.605546 0.223 -0.001 -0.023
C -2.023872 2.580978 2.395254 -0.063 -0.021 -0.039
C -2.869131 1.864287 1.580847 -0.074 0.052 0.058
C -2.458818 0.684636 0.946272 -0.114 -0.069 -0.008
C -3.401776 -0.156042 0.190516 0.078 0.011 0.154
C -4.588107 0.470099 -0.465485 -0.030 0.060 -0.037
O -3.249690 -1.379789 0.137286 0.141 0.130 -0.014
C -1.130750 0.312706 1.120227 0.477 -0.252 0.046
O -0.586351 -0.736166 0.377329 -0.153 -0.016 -0.235
C -0.254145 0.991767 1.941738 -0.195 0.192 0.099
H 1.718702 3.030375 4.538706 0.004 0.017 -0.010
H 2.011408 2.431772 2.888435 0.008 -0.028 -0.002
H 1.296764 1.353850 4.125284 0.001 -0.002 0.020
H -2.350229 3.483644 2.892068 -0.009 -0.009 0.016
H -3.887919 2.206044 1.450390 0.014 0.014 0.006
H -4.328995 1.424580 -0.923082 -0.009 -0.016 -0.001
H -5.357009 0.651063 0.290672 0.000 0.015 -0.008
H -4.994101 -0.216385 -1.203527 -0.015 0.000 0.002
H 0.766947 0.649122 2.016538 0.018 -0.004 -0.002
O -2.005989 -1.638605 4.418356 -0.026 0.026 0.131
C -2.052943 -1.992866 3.359114 -0.037 0.081 -0.176
C 4.758849 0.548586 0.467278 -0.041 0.057 -0.020
C 4.207173 -0.716411 0.631554 0.013 -0.016 -0.033
C 2.910207 -0.960129 0.209645 -0.085 0.102 0.021
C 2.139406 0.052283 -0.389047 0.226 -0.053 0.020
C 2.725076 1.310773 -0.564795 0.087 -0.064 0.009
C 4.022210 1.559192 -0.133669 -0.003 -0.057 0.037
Si 0.442763 -0.300642 -1.004240 -0.120 0.051 0.160
C 0.309603 -1.878072 -1.961370 0.117 -0.143 -0.099
C -0.938877 -2.442503 -2.270686 -0.052 0.060 -0.019
C -1.035074 -3.618476 -3.000610 0.002 -0.022 -0.023
C 0.118945 -4.246411 -3.447732 0.002 -0.025 -0.004
C 1.361929 -3.690077 -3.179959 0.007 0.003 0.019
C 1.457640 -2.517122 -2.444752 -0.049 -0.062 0.044
C -0.434540 1.126900 -1.788420 -0.221 0.076 0.026
C -1.250546 0.899481 -2.902699 0.054 0.057 -0.047
C -2.059708 1.904483 -3.417465 0.015 -0.027 -0.002
C -2.066586 3.157966 -2.826414 -0.017 0.028 0.003
C -1.252235 3.412504 -1.729979 0.012 -0.013 -0.013
C -0.448480 2.408027 -1.216386 -0.045 -0.036 -0.034
H 5.769186 0.739497 0.804051 0.006 0.000 -0.009
H 4.790301 -1.503302 1.090965 -0.036 0.037 0.002
H 2.496165 -1.955662 0.341889 -0.009 0.047 -0.033
H 2.181983 2.102551 -1.060856 -0.037 0.026 -0.035
H 4.460139 2.538165 -0.277475 -0.004 0.004 -0.005
H -1.856511 -1.933247 -1.985119 0.026 -0.023 0.057
H -2.007347 -4.032356 -3.234078 0.003 -0.010 0.009
H 0.049573 -5.164966 -4.015319 -0.005 0.009 -0.010
H 2.260271 -4.170642 -3.543807 -0.003 -0.004 -0.002
H 2.436339 -2.097581 -2.247561 -0.006 0.012 0.017
H -1.240875 -0.064693 -3.396095 -0.021 -0.006 0.022
H -2.677457 1.709112 -4.284252 0.006 -0.003 -0.004
H -2.698584 3.941316 -3.224396 0.013 0.005 -0.010
H -1.241875 4.395722 -1.277886 -0.006 -0.004 0.011
H 0.163084 2.629103 -0.351168 0.006 -0.016 0.040
N 4.754024 -2.383371 3.444822 -0.036 0.001 0.051
C 3.626132 -2.627199 3.420998 0.137 0.067 -0.231
N 2.350450 -2.926984 3.438487 0.013 -0.216 0.592
C 1.393484 -2.876918 2.673029 -0.027 0.156 -0.276
N 0.403414 -2.860957 2.021635 -0.096 0.014 -0.069
```
Forces are in eV/Å.